Record 1
C10H19IrNSi | the ωB97M-V functional and the def2-TZVPD basis

The geometry in ORCA input format:
```
! wB97M-V def2-TZVPD RIJCOSX def2/J DEFGRID3
* xyz -1 5
C -0.05008 1.30822 -2.74051
C -1.22170 0.57822 -2.43258
C -0.85489 -0.70457 -1.92181
C 0.55806 -0.79961 -1.93529
C 1.10997 0.48234 -2.38077
Ir 0.39399 1.06708 -0.34491
N 2.38192 0.93818 -0.65670
C -1.16165 1.95751 0.29847
C -2.29986 1.10510 0.20540
H -1.53970 -1.48030 -1.60178
H -2.23934 0.91750 -2.58525
H 1.16008 -1.67514 -1.73936
H 2.09165 0.62008 -2.81443
H 0.02515 2.28092 -3.21610
H -3.03821 1.38571 -0.52327
H -0.73212 2.08438 1.31824
H 2.49445 1.96799 -0.51243
H -2.65735 0.59036 1.07737
H -1.14497 2.90677 -0.23655
C 0.97650 0.09394 2.87451
Si 0.41389 -0.65873 1.23769
C 1.73975 -1.92374 0.71504
C -1.19122 -1.64261 1.54581
H 1.85965 0.72762 2.72071
H 1.25266 -0.71323 3.56973
H 0.18964 0.70458 3.33559
H 2.13643 -2.41660 1.61294
H 1.33440 -2.69432 0.05028
H 2.56769 -1.41998 0.19818
H -1.02216 -2.34882 2.37410
H -2.03558 -1.01286 1.83939
H -1.49703 -2.22599 0.66828
*
```

Summary:
HOMO-LUMO gap (alpha / beta) ... 4.89 / 6.42 eV
⟨S²⟩ ... 6.0262
E_HOMO (alpha / beta) ... -1.667 / -3.278 eV
Total energy ... -840.77034 hartree
LUMO level (alpha / beta) ... 3.220 / 3.144 eV

Record 2
C10H19N3 | the ωB97M-V functional and the def2-TZVPD basis

The geometry in ORCA input format:
```
! wB97M-V def2-TZVPD RIJCOSX def2/J DEFGRID3
* xyz 0 1
C 0.28674 -0.26927 -2.98641
C 0.57516 -1.78179 -0.98177
C 0.50127 -1.60857 0.35406
C 0.64699 -2.58889 1.47751
C -0.44556 -2.14329 2.50712
C 0.15850 0.27456 -0.61303
C -0.16352 1.72967 -0.59270
C 0.39426 2.35791 0.69783
C -1.67737 1.99252 -0.68408
C 0.55390 2.47709 -1.68820
H 0.19344 -1.21231 -3.57781
H -0.61207 0.35506 -3.20795
H 1.10615 0.36686 -3.37789
H 0.75023 -2.72613 -1.49599
H 1.64817 -2.51438 1.94845
H 0.49069 -3.64085 1.19342
H -0.43102 -1.06820 2.68967
H -1.45184 -2.44294 2.20563
H 0.68481 -2.80135 4.16321
H -0.92698 -2.82871 4.35237
H 1.47514 2.20554 0.86394
H -0.14910 1.91291 1.51168
H 0.09778 3.39338 0.60242
H -2.31232 1.40861 0.00843
H -1.86269 3.05149 -0.31656
H -2.11817 1.90169 -1.69994
H 1.63916 2.32972 -1.59807
H 0.31264 2.21142 -2.69666
H 0.16478 3.52590 -1.63665
N 0.34311 -0.53992 -1.62985
N -0.21191 -3.02341 3.64939
N 0.33963 -0.30432 0.55841
*
```

Summary:
HOMO-LUMO gap ... 8.92 eV
E_HOMO ... -8.178 eV
Total energy ... -556.67180 hartree
LUMO level ... 0.741 eV
Relative energy (zero: lowest compared OMol25 entry of this formula, charge and spin) ... 0.00 kcal per mole

Record 3
C10H19O8PV | the ωB97M-V functional and the def2-TZVPD basis

The geometry in ORCA input format:
```
! wB97M-V def2-TZVPD RIJCOSX def2/J DEFGRID3
* xyz 1 1
C -2.48712 4.03625 2.01708
C -2.50718 4.36631 0.41043
O -1.25218 4.90731 -0.13257
C -0.12025 3.98416 0.03489
C -0.23648 2.59170 -0.84728
O 0.46378 1.54944 -0.07303
C 0.84303 0.39751 -0.90538
C 0.57363 -0.95135 0.04473
O 1.62008 -1.18928 1.05709
C 1.77963 -2.65224 1.05782
O 2.83697 -3.42377 1.42358
O 0.52325 -3.25977 0.50936
C 0.31739 -2.39072 -0.69674
C 1.47344 -2.98112 -1.73001
P -1.34078 -2.72260 -1.59291
C -2.07662 -4.41685 -1.04119
O -2.42501 -1.44000 -1.05912
H -3.53748 3.72343 2.46325
H -2.02241 4.89727 2.66708
H -1.76073 3.10023 2.16394
H -2.91961 3.42437 -0.16573
H -3.32620 5.22216 0.26105
H 0.13991 3.70722 1.14154
H 0.84101 4.54965 -0.39113
H -1.33123 2.31110 -1.16016
H 0.36022 2.77391 -1.86499
H 2.02328 0.40870 -1.07523
H 0.30808 0.33462 -1.94410
H -0.42640 -0.66876 0.61041
H 1.82054 -4.04679 -1.37688
H 2.37656 -2.20175 -1.76874
H 0.96459 -3.10039 -2.78328
H -1.97151 -5.14259 -1.96010
H -3.23504 -4.34678 -0.76419
H -1.45350 -4.90924 -0.15590
H -2.09520 -0.56408 -1.45205
O 5.38840 -1.99822 4.74422
V 5.75318 -1.95909 3.02615
O 6.11796 -1.91996 1.30808
*
```

Summary:
HOMO-LUMO gap ... 1.89 eV
E_HOMO ... -11.576 eV
Total energy ... -2278.91948 hartree
LUMO level ... -9.689 eV

Record 4
C10H20Ag3BBr10F4 | the ωB97M-V functional and the def2-TZVPD basis

The geometry in ORCA input format:
```
! wB97M-V def2-TZVPD RIJCOSX def2/J DEFGRID3
* xyz 2 1
Ag -4.12456 5.77085 -0.26497
Ag -2.49194 2.31401 4.98200
Ag 0.96314 6.33557 2.29367
B -0.78741 1.46192 0.56236
F -1.81174 0.74359 1.26225
F 0.01640 1.98596 1.53927
F -0.12363 0.60211 -0.37254
F -1.35734 2.47749 -0.01985
Br -3.76899 2.50353 -5.98774
C -3.89474 0.51589 -6.08707
C -3.36967 -0.05924 -7.48272
Br -3.28603 -1.99531 -7.16666
H -4.96816 0.35092 -5.99408
H -3.22086 0.17295 -5.30198
H -2.43888 0.41247 -7.79770
H -4.07369 0.03432 -8.30959
Br 5.07882 4.01093 -1.51487
C 6.09174 2.31389 -1.53590
C 6.98903 2.26705 -2.73175
Br 8.08071 0.61095 -2.46312
H 5.39458 1.50790 -1.30690
H 6.68354 2.11439 -0.64256
H 7.71391 3.08089 -2.74983
H 6.37561 2.17373 -3.62791
Br -8.29090 -0.10198 0.48875
C -7.63734 -1.95799 0.68959
C -6.86244 -2.23559 -0.61274
Br -8.09825 -2.56597 -2.24863
H -8.41343 -2.66808 0.97519
H -7.06105 -1.94660 1.61471
H -6.28503 -3.15946 -0.57852
H -6.25545 -1.36775 -0.87064
Br 4.64966 -0.03304 7.74965
C 5.27438 1.32902 6.30593
C 4.64323 2.77426 6.50601
Br 5.46716 4.04920 5.21536
H 4.87961 0.87030 5.39939
H 6.35743 1.36179 6.42441
H 4.83448 3.05659 7.54129
H 3.56357 2.63338 6.45502
Br -1.41075 -6.21889 1.46796
C 0.40043 -5.74650 0.71176
C 1.00735 -4.66816 1.63055
Br 2.86372 -4.33558 1.32257
H 0.21162 -5.44525 -0.31863
H 1.07748 -6.59565 0.61875
H 0.97578 -4.99417 2.67018
H 0.43883 -3.74083 1.56024
*
```

Summary:
HOMO-LUMO gap ... 2.57 eV
E_HOMO ... -12.603 eV
Total energy ... -26997.68627 hartree
LUMO level ... -10.031 eV
Relative energy (zero: lowest compared OMol25 entry of this formula, charge and spin) ... 176.63 kcal per mole

Record 5
C10H20AlBrClO5 | the ωB97M-V functional and the def2-TZVPD basis

The geometry in ORCA input format:
```
! wB97M-V def2-TZVPD RIJCOSX def2/J DEFGRID3
* xyz -1 1
O 5.93582 -0.00942 0.94923
C 4.98505 -0.00094 0.22655
Br 3.57689 -1.37725 0.52700
C 4.75516 0.86852 -0.91250
Al 5.54414 0.19086 -2.67479
Cl 3.83940 -0.63063 -3.88604
H 5.20093 1.81125 -0.65781
H 3.69366 0.99387 -1.05075
H 6.14463 1.48053 -3.43669
H 6.69107 -0.90639 -2.48715
O 0.40320 -0.23007 -1.23377
C -0.36155 -1.09651 -0.93399
O -0.14743 -1.80827 0.18656
C -1.13068 -2.67567 0.74613
C -1.08265 -4.06645 0.14377
C -1.54799 -1.44222 -1.81047
H -2.11598 -2.22204 0.67437
H -0.89384 -2.72407 1.80557
H -1.30348 -4.05255 -0.92416
H -1.80699 -4.71662 0.63632
H -0.08795 -4.49524 0.26469
H -1.21957 -2.14509 -2.57395
H -1.88406 -0.53155 -2.29963
H -2.39330 -1.86678 -1.27204
O -2.39773 -0.36669 2.28549
C -2.29073 0.79570 2.01663
O -3.37124 1.59155 2.14760
C -3.30461 3.00787 1.99225
C -3.44367 3.42624 0.54325
C -1.00003 1.36410 1.47296
H -2.39662 3.40278 2.44887
H -4.14246 3.39168 2.57193
H -2.62319 3.04624 -0.06463
H -3.45643 4.51332 0.46102
H -4.37115 3.03362 0.12702
H -0.97675 1.22024 0.39349
H -0.17240 0.80784 1.90445
H -0.84748 2.41825 1.69323
*
```

Summary:
HOMO-LUMO gap ... 7.71 eV
E_HOMO ... -5.427 eV
Total energy ... -4046.02317 hartree
LUMO level ... 2.283 eV